1.
# C30H26AsCl2F6N2O6S2W

A structure of composition C30H26AsCl2F6N2O6S2W (the ωB97M-V functional and the def2-TZVPD basis, OMol25).

Values from the calculation:
Electronic energy   -172474.17589 eV
Total charge   +1
Strongest force on any atom   0.15 eV Å⁻¹
Relative energy (zero: lowest compared OMol25 entry of this formula, charge and spin)   0.0000 eV
Orbital gap   7.86 eV

Last column: Löwdin charge in e.
Positions of all 76 atoms, in Å:
1 W 0.22110 -0.23594 -0.86815  1.41
2 N 1.51667 -0.66012 2.34649  0.02
3 C 2.19842 0.62540 2.29732  -0.17
4 C 1.81306 1.47703 1.10878  -0.54
5 O 1.82689 2.66876 1.10574  0.12
6 O 1.54906 0.78642 -0.03764  -0.23
7 H 0.56849 -0.53153 2.68432  0.05
8 H 1.98572 -1.26102 3.01311  0.08
9 H 3.27400 0.45617 2.19862  0.14
10 H 2.04676 1.26151 3.17184  0.12
11 Cl -1.03512 2.28203 2.84549  0.59
12 C -0.99202 3.63233 1.69466  -0.94
13 Cl -1.46129 3.13025 0.05953  0.58
14 H 0.02284 4.00541 1.65138  0.01
15 H -1.69902 4.37924 2.03250  0.03
16 C -1.02874 -5.54158 2.62902  -0.06
17 C -1.72805 -5.42905 1.43684  -0.06
18 C -1.25460 -4.60381 0.42514  -0.09
19 C -0.08096 -3.88896 0.62536  -0.38
20 C 0.63433 -4.01004 1.81410  -0.12
21 C 0.15640 -4.84026 2.81536  -0.06
22 As 0.61619 -2.70378 -0.70302  1.30
23 C -0.63160 -2.52261 -2.17836  -0.41
24 C -0.16090 -2.59929 -3.49769  -0.08
25 C -1.04491 -2.43603 -4.54672  -0.06
26 C -2.38690 -2.16891 -4.29462  -0.03
27 C -2.85895 -2.08390 -2.99477  -0.04
28 C -1.98874 -2.26794 -1.93003  -0.13
29 C 2.22304 -3.47127 -1.39325  -0.38
30 C 3.20849 -2.63809 -1.91207  -0.10
31 C 4.35473 -3.19941 -2.45539  -0.05
32 C 4.51228 -4.57810 -2.46695  -0.05
33 C 3.52932 -5.40442 -1.93740  -0.06
34 C 2.37775 -4.85418 -1.39707  -0.09
35 H -1.40113 -6.18726 3.41312  0.11
36 H -2.64217 -5.98777 1.28775  0.11
37 H -1.79721 -4.53090 -0.50810  0.10
38 H 1.55786 -3.46146 1.95410  0.10
39 H 0.70941 -4.94384 3.73948  0.11
40 H 0.88708 -2.78567 -3.69973  0.11
41 H -0.68052 -2.49899 -5.56138  0.10
42 H -3.06756 -2.02863 -5.12415  0.12
43 H -3.90484 -1.88531 -2.80316  0.12
44 H -2.37075 -2.24169 -0.91865  0.09
45 H 3.08978 -1.56111 -1.90258  0.09
46 H 5.12324 -2.55903 -2.86636  0.12
47 H 5.40879 -5.01262 -2.88850  0.11
48 H 3.65938 -6.47811 -1.94620  0.11
49 H 1.61082 -5.49688 -0.98169  0.11
50 F -0.10882 3.50099 -3.64134  0.18
51 C 0.91935 2.75851 -3.26940  -0.68
52 F 1.21948 2.99430 -2.00327  0.15
53 F 1.96358 2.99522 -4.03728  0.18
54 S 0.45200 0.96948 -3.45016  0.65
55 O 1.57422 0.19720 -2.92233  -0.34
56 O -0.66269 0.82588 -2.42981  -0.42
57 N -0.07828 0.72640 -4.82933  -0.25
58 S 0.80594 0.38599 -6.16024  0.64
59 O 1.73173 1.42495 -6.45426  -0.23
60 O 1.20743 -0.98297 -6.14994  -0.25
61 C -0.58433 0.53501 -7.36466  -0.69
62 F -1.54238 -0.34200 -7.06687  0.14
63 F -1.08712 1.75790 -7.33834  0.17
64 F -0.10450 0.26883 -8.56856  0.17
65 C -1.10084 -0.37396 0.28260  -0.25
66 C -2.18606 -0.53625 1.20998  -0.34
67 C -2.05691 -1.40165 2.30084  -0.05
68 C -3.11091 -1.55650 3.18538  -0.06
69 C -4.29249 -0.85335 2.98973  -0.06
70 C -4.42816 -0.00089 1.90074  -0.06
71 C -3.38393 0.15621 1.00692  -0.06
72 H -1.14062 -1.96212 2.43996  0.09
73 H -3.01091 -2.22728 4.02848  0.11
74 H -5.11189 -0.97242 3.68596  0.11
75 H -5.35082 0.54323 1.75019  0.11
76 H -3.47501 0.82568 0.16176  0.10

=====

2.
# C4H11NO3

A cluster of 2 separate species, C4H11NO3 in total at a distorted geometry (the ωB97M-V functional and the def2-TZVPD basis, OMol25).

Values from the calculation:
Electronic energy   -11957.76532 eV
Total charge   0
Strongest force on any atom   3.75 eV Å⁻¹
Relative energy (zero: lowest compared OMol25 entry of this formula, charge and spin)   2.3442 eV
Orbital gap   9.93 eV

Last column: Löwdin charge in e.
Positions of all 19 atoms, in Å:
1 C 1.16459 -1.79664 -0.30792  -0.14
2 N 0.88209 -0.38378 -0.49114  -0.14
3 C -0.54043 -0.23479 -0.25076  -0.22
4 C -0.83132 1.18371 -0.88773  -0.15
5 O 0.08008 2.18491 -0.37610  -0.04
6 C 0.20602 3.32267 -1.08689  -0.31
7 O -0.30325 3.65618 -2.16933  0.04
8 H 0.58747 -2.45549 -0.97834  0.09
9 H 0.95995 -2.09009 0.73545  0.06
10 H 2.23896 -1.94288 -0.51025  0.08
11 H 1.31447 0.15605 0.26939  0.11
12 H -1.14349 -1.05095 -0.69307  0.13
13 H -0.67841 -0.27127 0.84700  0.11
14 H -0.93581 1.10087 -1.98667  0.13
15 H -1.82669 1.43392 -0.47291  0.12
16 H 0.97269 3.93892 -0.57685  0.14
17 O -0.70995 -2.60467 3.16690  -0.09
18 H 0.05343 -2.01632 2.96856  0.03
19 H -1.49041 -2.13033 2.80064  0.04

=====

3.
# C4H7NO

A structure of composition C4H7NO at a distorted geometry (the ωB97M-V functional and the def2-TZVPD basis, OMol25).

Values from the calculation:
Electronic energy   -7795.17690 eV
Total charge   0
Strongest force on any atom   1.00 eV Å⁻¹
Relative energy (zero: lowest compared OMol25 entry of this formula, charge and spin)   4.4675 eV
Orbital gap   9.56 eV

Last column: Löwdin charge in e.
Positions of all 13 atoms, in Å:
1 C 2.10996 0.92749 -0.51965  -0.07
2 O 1.14943 1.06497 0.52516  -0.13
3 C -0.02438 0.41335 0.37279  -0.13
4 C -2.06064 -1.51478 0.31433  -0.02
5 C -2.11518 -0.22733 -0.00788  -0.34
6 N -1.70375 0.90964 -0.18659  0.10
7 H 1.83982 1.58020 -1.35007  0.09
8 H 3.08037 1.22809 -0.11279  0.09
9 H 2.19369 -0.11208 -0.87363  0.09
10 H -0.39656 0.17439 1.35790  0.11
11 H 0.03182 -0.33387 -0.40699  0.09
12 H -2.26209 -1.84654 1.32674  0.05
13 H -1.84249 -2.26352 -0.43932  0.05

=====

4.
# C29H27AsCl2N7NaO4

A structure of composition C29H27AsCl2N7NaO4 (the ωB97M-V functional and the def2-TZVPD basis, OMol25).

Values from the calculation:
Electronic energy   -139435.16165 eV
Total charge   -2
Strongest force on any atom   0.21 eV Å⁻¹
Relative energy (zero: lowest compared OMol25 entry of this formula, charge and spin)   0.0876 eV
Orbital gap   6.49 eV

Last column: Löwdin charge in e.
Positions of all 71 atoms, in Å:
1 Na 0.09762 -0.02148 -0.13099  0.16
2 O -1.15571 -2.87849 -3.39022  -0.08
3 C -0.96797 -2.18982 -2.35365  -0.54
4 N -0.45641 -0.99086 -2.23153  0.01
5 C -0.00323 -0.43238 -3.46952  -0.22
6 C 0.95004 0.72447 -3.27254  -0.26
7 C 1.72457 1.17042 -4.34927  -0.04
8 C 2.62530 2.19734 -4.16099  -0.10
9 C 2.74571 2.76608 -2.89951  -0.08
10 C 1.93349 2.27632 -1.89204  -0.14
11 N 1.05184 1.29216 -2.07282  0.11
12 C -1.38157 -2.81674 -1.02496  -0.18
13 C -2.14852 -3.98024 -1.03499  -0.02
14 C -2.52739 -4.54371 0.16950  -0.09
15 C -2.12590 -3.93694 1.35207  -0.08
16 C -1.35537 -2.78727 1.26827  -0.13
17 N -0.99020 -2.24173 0.11246  0.12
18 H -0.84064 -0.07135 -4.09348  0.12
19 H 0.49929 -1.18314 -4.09797  0.11
20 H 1.61992 0.68789 -5.31382  0.11
21 H 3.23999 2.54482 -4.98424  0.09
22 H 3.45200 3.56027 -2.69609  0.09
23 H 1.98608 2.67052 -0.88206  0.09
24 H -2.41424 -4.39658 -1.99656  0.10
25 H -3.13072 -5.44487 0.19151  0.09
26 H -2.40114 -4.33814 2.31906  0.09
27 H -1.01494 -2.27123 2.16057  0.11
28 O 3.14188 0.50416 3.09469  -0.03
29 C 2.15321 0.46500 2.34264  -0.65
30 O 1.79684 -0.43283 1.54415  -0.09
31 C 1.21488 1.67941 2.41814  -0.17
32 C 0.91470 2.23749 3.69192  0.00
33 C 0.01560 3.24836 3.78041  -0.03
34 C -0.57056 3.76200 2.59477  -0.17
35 C -1.53491 4.79533 2.59081  -0.05
36 C -2.07483 5.24048 1.41627  -0.09
37 C -1.66855 4.66852 0.19074  -0.10
38 C -0.74214 3.66316 0.16868  -0.03
39 C -0.17400 3.18232 1.37230  -0.22
40 N 0.70303 2.13696 1.30442  0.17
41 H 1.39745 1.80843 4.55846  0.11
42 H -0.28266 3.65719 4.74001  0.11
43 H -1.85381 5.21339 3.53962  0.11
44 H -2.83265 6.01413 1.42196  0.09
45 H -2.12400 5.00184 -0.73401  0.09
46 H -0.45622 3.17816 -0.75625  0.08
47 Cl -4.89665 3.62398 -1.34003  0.46
48 C -3.85237 2.22987 -0.95004  -1.03
49 Cl -2.75450 1.85078 -2.27886  0.55
50 H -4.48756 1.37602 -0.75934  0.02
51 H -3.26676 2.47403 -0.07484  -0.03
52 C 2.38286 -3.29341 0.17676  -0.32
53 As 2.85297 -1.76999 -0.96248  1.10
54 C 4.52833 -1.30714 -0.04706  -0.33
55 C 3.68966 -2.83143 -2.40915  -0.36
56 H 3.23776 -3.96350 0.29832  0.01
57 H 1.54773 -3.83566 -0.26930  0.01
58 H 2.07517 -2.89173 1.14023  0.01
59 H 5.18417 -2.17633 0.04769  0.01
60 H 4.26438 -0.92499 0.93948  0.00
61 H 5.04528 -0.52303 -0.60358  0.01
62 H 4.41935 -3.53795 -2.00466  0.00
63 H 4.18779 -2.16792 -3.11796  0.00
64 H 2.91213 -3.38113 -2.94234  0.01
65 O -1.99362 0.70940 1.11370  -0.13
66 N -1.87905 0.60327 2.35315  -0.03
67 C -2.87794 1.09235 3.10052  -0.33
68 C -2.74076 1.04716 4.51568  -0.24
69 N -2.65836 1.03892 5.66717  0.10
70 C -4.05023 1.67671 2.53960  -0.21
71 N -5.00402 2.13756 2.08119  0.14

=====

5.
# C4H7NO

An isolated molecule of C4H7NO at a distorted geometry (the ωB97M-V functional and the def2-TZVPD basis, OMol25).

Values from the calculation:
Electronic energy   -7796.57019 eV
Total charge   0
Strongest force on any atom   1.51 eV Å⁻¹
Relative energy (zero: lowest compared OMol25 entry of this formula, charge and spin)   3.0742 eV
Orbital gap   10.47 eV

Last column: Löwdin charge in e.
Positions of all 13 atoms, in Å:
1 O -0.46285 -1.06307 -1.65030  -0.03
2 C -0.00289 0.13204 -1.09143  -0.33
3 C -0.94688 0.79852 -0.04383  -0.08
4 C 0.00249 0.39183 1.09860  -0.22
5 N 0.30080 -1.04446 0.95252  0.04
6 C 0.98192 -0.05755 0.07275  -0.20
7 H -0.55348 -1.66464 -0.88926  0.08
8 H 0.31786 0.77056 -1.91932  0.14
9 H -1.97034 0.42194 -0.01609  0.11
10 H -0.93050 1.88995 -0.16289  0.11
11 H 0.02893 0.91384 2.05669  0.13
12 H 1.17702 -1.27707 1.43740  0.10
13 H 2.05793 -0.21189 0.15516  0.14

=====

6.
# C6H11N

A cluster of 2 separate species, C6H11N in total at a distorted geometry (the ωB97M-V functional and the def2-TZVPD basis, OMol25).

Values from the calculation:
Electronic energy   -7886.01015 eV
Total charge   0
Strongest force on any atom   1.75 eV Å⁻¹
Relative energy (zero: lowest compared OMol25 entry of this formula, charge and spin)   4.5212 eV
Orbital gap (spin up / spin down)   7.81 / 7.30 eV

Last column: Löwdin charge in e.
Positions of all 18 atoms, in Å:
1 H 2.60791 0.46454 -0.06479  0.03
2 N 2.44803 -0.52299 0.16445  0.07
3 C 1.47184 -0.98196 -0.54381  -0.32
4 C 0.97823 -2.38149 -0.37990  -0.09
5 H 0.93327 -0.33478 -1.25507  0.09
6 H 0.68713 -2.77188 -1.35822  0.07
7 H 1.75248 -3.01579 0.05709  0.07
8 H 0.09956 -2.37288 0.27013  0.07
9 C -2.57958 -0.25929 0.64286  -0.02
10 C -1.58259 0.56691 0.70214  -0.11
11 C -0.57197 1.38347 0.78455  -0.20
12 C -0.15409 2.33800 -0.28275  -0.11
13 H -2.93998 -0.75110 1.53975  0.06
14 H -3.06912 -0.47590 -0.29952  0.06
15 H 0.03317 1.35806 1.68707  0.11
16 H -0.15819 1.85955 -1.26730  0.07
17 H 0.86343 2.69222 -0.08831  0.07
18 H -0.81959 3.20528 -0.30840  0.07

=====

Among the records above, which one has the lowest electronic energy? C30H26AsCl2F6N2O6S2W